{
  "formula": "C47H43N6P2PdS2Si",
  "method": "ωB97M-V/def2-TZVPD",
  "lumo_energy_ev": -3.73,
  "homo_energy_ha": -0.38840,
  "charge": 1,
  "de_lowest_kcal_mol": 0.0,
  "species": ["Pd", "S", "S", "P", "P", "Si", "N", "N", "N", "N", "N", "N", "C", "C", "C", "C", "C", "C", "C", "C", "C", "C", "C", "C", "C", "C", "C", "C", "C", "C", "C", "C", "C", "C", "C", "C", "C", "C", "C", "C", "C", "C", "C", "C", "C", "C", "C", "C", "C", "C", "C", "C", "C", "C", "C", "C", "C", "C", "C", "H", "H", "H", "H", "H", "H", "H", "H", "H", "H", "H", "H", "H", "H", "H", "H", "H", "H", "H", "H", "H", "H", "H", "H", "H", "H", "H", "H", "H", "H", "H", "H", "H", "H", "H", "H", "H", "H", "H", "H", "H", "H", "H"],
  "coordinates": [[-0.1795, -0.1601, -0.0200], [1.9836, -0.4143, 0.7832], [0.5314, 1.6915, -1.2133], [-0.6596, -2.3060, 0.9196], [-2.1652, -0.0393, -1.2453], [0.8905, -1.3922, -1.7404], [0.6369, 3.5014, 3.1624], [-1.1927, 2.4172, 4.3208], [5.3468, 1.0105, 0.5820], [3.5213, 3.6490, -2.0277], [-1.6459, 3.9354, 2.4763], [-0.6464, 1.7496, 2.0341], [-1.4320, -1.7510, 4.8853], [-3.0265, -3.8282, 1.4403], [-4.5987, -1.4662, -0.9447], [-0.3013, 4.4975, 2.6433], [-2.2223, -3.7510, -0.8209], [-2.4228, 3.4000, -3.4110], [-3.9841, 3.6109, -1.5954], [-3.3664, 4.1440, -2.7183], [-2.0834, 2.1291, -2.9749], [-0.2079, -2.0255, 5.4782], [-4.1327, -5.1005, -0.2814], [0.1403, 3.0173, 4.4494], [-1.3304, -2.3872, -5.0876], [-2.1211, -3.3304, 0.5084], [-0.4942, -2.2417, 2.7178], [-2.0981, 3.4336, 3.7762], [-3.2223, -4.6214, -1.2139], [2.9575, 2.8040, -1.4903], [-1.1058, 1.3186, 3.3701], [-1.5709, -1.8423, 3.5100], [0.6170, -3.4109, 0.2624], [-2.8145, -1.0674, -3.7441], [-2.5681, -1.7851, -4.9016], [-3.6076, -0.6830, -0.3629], [1.7359, -5.5343, 0.2627], [2.3830, -0.8501, -2.6998], [-5.7120, -1.8297, -0.2012], [2.2295, 1.7747, -0.8141], [-0.3384, -2.2466, -4.1298], [4.2277, 0.9860, 0.3214], [0.6830, 2.3853, 2.2307], [-1.8311, -0.9676, -2.7592], [1.2294, -3.0565, -0.9396], [0.8766, -2.3903, 4.6925], [0.7373, -2.5033, 3.3176], [-0.5637, -1.5318, -2.9494], [2.8276, 0.9192, 0.0353], [0.8539, -4.6467, 0.8566], [-2.6889, 1.5933, -1.8365], [-5.8520, -1.4065, 1.1130], [-3.6516, 2.3397, -1.1563], [-3.7370, -0.2872, 0.9671], [-4.0269, -4.7070, 1.0418], [-1.5634, 2.8088, 1.5583], [2.1057, -3.9689, -1.5283], [2.3606, -5.1944, -0.9302], [-4.8592, -0.6366, 1.7019], [-2.0935, 0.8628, 3.2745], [0.0894, 3.8502, 5.1517], [-2.9528, -3.5702, 2.4850], [-1.2192, 3.1551, 0.5808], [2.2397, 0.1197, -3.1735], [-3.0950, 2.9996, 3.6625], [-2.1606, 4.2658, 4.4784], [-4.7181, -5.0912, 1.7805], [-4.9069, -5.7939, -0.5825], [-4.1551, 1.9296, -0.2915], [-2.9453, 0.2916, 1.4286], [-4.7301, 4.1837, -1.0612], [0.8319, 2.2692, 4.8421], [-2.5638, 2.3857, 1.4487], [0.6272, -2.7050, -4.3116], [-1.5001, -3.4232, -1.5550], [-6.7313, -1.6832, 1.6794], [-3.2774, -4.9401, -2.2469], [-0.4079, 0.5679, 3.7477], [1.3715, 1.6273, 2.6078], [-2.2737, -1.4430, 5.4917], [-0.3502, 5.3390, 3.3352], [-4.5006, -1.8222, -1.9614], [2.6141, -3.7203, -2.4522], [3.2849, -0.8288, -2.0896], [-3.3331, -1.8633, -5.6625], [-1.3513, 1.5546, -3.5270], [0.0569, 4.8577, 1.6774], [-2.5176, -1.5813, 3.0543], [2.5397, -1.5833, -3.4965], [3.0534, -5.8853, -1.3922], [1.0364, 2.7477, 1.2671], [1.9346, -6.4905, 0.7277], [-3.7658, -0.5643, -3.6173], [-6.4732, -2.4513, -0.6541], [-1.9479, 3.8075, -4.2932], [-4.9558, -0.3112, 2.7305], [-3.6263, 5.1379, -3.0576], [0.3508, -4.9181, 1.7774], [1.8354, -2.5945, 5.1499], [1.5897, -2.7951, 2.7179], [-1.1319, -2.9490, -5.9909], [-0.0965, -1.9461, 6.5513]],
  "lowdin_charge": [0.300, 0.732, 0.733, 1.024, 0.993, 0.534, -0.077, -0.076, 0.199, 0.199, -0.078, -0.096, -0.067, -0.066, -0.067, -0.155, -0.094, -0.055, -0.056, -0.055, -0.135, -0.056, -0.065, -0.159, -0.046, -0.319, -0.351, -0.163, -0.059, -0.251, -0.189, -0.135, -0.404, -0.084, -0.046, -0.361, -0.046, -0.169, -0.055, -0.701, -0.074, -0.250, -0.204, -0.378, -0.310, -0.051, -0.101, -0.282, -0.690, -0.069, -0.364, -0.056, -0.088, -0.143, -0.062, -0.199, -0.066, -0.047, -0.066, 0.105, 0.130, 0.094, 0.101, 0.043, 0.126, 0.129, 0.114, 0.113, 0.096, 0.063, 0.114, 0.130, 0.099, 0.105, 0.089, 0.114, 0.115, 0.117, 0.101, 0.118, 0.130, 0.098, 0.104, 0.050, 0.116, 0.096, 0.132, 0.082, 0.041, 0.115, 0.088, 0.115, 0.116, 0.117, 0.115, 0.114, 0.113, 0.120, 0.115, 0.096, 0.116, 0.114]
}

{
  "formula": "C47H44LuN5O5P2S",
  "method": "ωB97M-V/def2-TZVPD",
  "lumo_energy_ev": -0.64,
  "homo_energy_ha": -0.24804,
  "charge": 0,
  "de_lowest_kcal_mol": 79.6,
  "species": ["Lu", "S", "P", "P", "O", "O", "O", "O", "O", "N", "N", "N", "N", "N", "C", "C", "C", "C", "C", "C", "C", "C", "C", "C", "C", "C", "C", "C", "C", "C", "C", "C", "C", "C", "C", "C", "C", "C", "C", "C", "C", "C", "C", "C", "C", "C", "C", "C", "C", "C", "C", "C", "C", "C", "C", "C", "C", "C", "C", "C", "C", "H", "H", "H", "H", "H", "H", "H", "H", "H", "H", "H", "H", "H", "H", "H", "H", "H", "H", "H", "H", "H", "H", "H", "H", "H", "H", "H", "H", "H", "H", "H", "H", "H", "H", "H", "H", "H", "H", "H", "H", "H", "H", "H", "H"],
  "coordinates": [[-1.1009, -1.2394, 0.0602], [-0.4152, -3.2128, -1.5024], [0.1680, 2.7461, 0.9085], [1.9626, -1.5364, 1.6617], [-4.6016, -2.3414, 2.0439], [-1.9775, -0.3419, -1.5443], [-2.8353, -2.3066, 0.5735], [-5.8206, -0.8097, 3.5348], [-5.1116, 0.6851, 5.0699], [0.9914, 0.2580, -0.3755], [-1.7293, -0.3699, 2.2139], [-1.4651, 0.4805, 3.2573], [-0.5577, -1.0677, -3.2392], [0.7095, -2.8344, -3.8818], [0.9110, -5.4106, 2.3971], [0.3694, 5.5647, 0.9633], [-3.0470, -0.5852, 2.2268], [0.3423, 2.6289, -0.9265], [2.0919, 4.2379, 2.0817], [-0.1168, -2.2792, -2.9651], [-3.2960, 2.4007, -5.4545], [-3.5633, -1.7995, 1.5556], [-3.3694, 1.1691, -3.3977], [0.9864, 1.3117, -1.2515], [3.3693, -0.6221, 2.3599], [-2.0941, 0.6496, -3.6712], [1.1499, 6.6886, 1.2656], [0.7578, -2.2093, -5.2370], [4.5186, -0.1052, 1.7403], [-3.9487, 2.0811, -4.2595], [-3.7634, 0.4523, 3.0517], [2.5023, -0.1249, -2.1085], [1.3278, -4.1687, -3.6575], [2.9015, 5.3740, 2.3203], [-2.9833, 2.4996, 3.1593], [1.9963, -0.5571, -0.8561], [-1.4968, -0.3252, -2.7574], [1.9730, -3.2721, 2.2843], [2.5104, -1.7389, -0.0754], [1.0827, -4.2128, 1.7339], [0.9024, 4.3064, 1.3708], [-4.9865, 0.0720, 4.0044], [5.1541, 0.9927, 3.8406], [0.4157, -5.3744, -3.9048], [1.5132, -5.6753, 3.6298], [-2.6179, 1.0959, 3.8495], [-1.8660, 3.2135, 2.5175], [-2.0422, 1.9216, -5.7328], [-0.5220, -2.4912, -6.0933], [3.0866, -0.2638, 3.6888], [5.4104, 0.6297, 2.5082], [2.3704, -4.7305, 4.1723], [2.3792, 6.6149, 1.9484], [-2.6569, 2.5375, 0.3237], [3.9748, 0.5352, 4.4312], [-4.0371, 1.7900, 2.2306], [2.6088, -3.5378, 3.5124], [1.7905, 1.0581, -2.3668], [-3.7514, 1.8771, 0.7527], [-1.4602, 0.9885, -4.8653], [-1.5872, 3.0165, 1.2197], [-3.5467, 2.9852, 3.9830], [1.0264, 3.4224, -1.2910], [5.9345, 1.5054, 4.4472], [3.6046, -1.8642, -0.1553], [-0.5787, 5.6461, 0.4184], [2.9979, 7.5113, 2.1087], [2.2094, -0.6617, 4.1668], [-4.9115, 2.5581, -3.9846], [0.2096, -6.1779, 2.0152], [2.1838, -4.2544, -4.3510], [-0.3883, -2.2158, -7.1451], [-3.8974, 0.8894, -2.4624], [-3.7451, 3.1246, -6.1331], [4.8050, -0.3195, 0.7023], [-1.4753, 2.1972, -6.6266], [3.2850, -0.6150, -2.6951], [-2.6002, 1.0949, 4.9659], [0.7993, -6.2649, -3.4620], [-0.5537, -5.1570, -3.5233], [-5.3614, -1.5117, 2.8635], [6.3636, 0.9258, 2.0630], [1.9895, -2.6695, -0.4839], [-0.7981, -3.5427, -6.0832], [2.4256, 3.2919, 2.4371], [3.7501, 0.7808, 5.5056], [-5.0430, 2.1559, 2.5137], [1.9419, 1.6749, -3.2421], [-0.5079, 0.5697, -5.1090], [3.8239, 5.2547, 2.8349], [-4.4135, 1.3838, 0.0222], [1.7046, -4.2172, -2.6264], [-2.5138, 2.7397, -0.7184], [0.5962, -3.9524, 0.8015], [-1.4198, -1.9554, -5.7101], [-0.4915, 0.6538, 3.5272], [-1.1847, 3.8558, 3.1121], [0.3374, -5.5502, -4.9902], [0.7824, 7.6790, 1.0308], [0.8603, -1.1361, -5.0595], [1.6180, -2.5765, -5.7850], [-0.6282, 2.7540, -1.4195], [1.2742, -6.5999, 4.1721], [3.2417, -2.7806, 3.9410], [2.8868, -4.9656, 5.0848]],
  "lowdin_charge": [1.529, 0.674, 1.060, 1.042, 0.078, -0.213, -0.206, 0.102, 0.076, -0.090, 0.038, 0.029, 0.123, -0.088, -0.091, -0.065, -0.121, -0.270, -0.103, -0.649, -0.090, -0.452, -0.022, -0.441, -0.359, -0.137, -0.091, -0.163, -0.066, -0.072, -0.154, -0.081, -0.235, -0.068, -0.160, -0.456, -0.402, -0.352, -0.332, -0.116, -0.411, -0.455, -0.092, -0.089, -0.092, -0.146, -0.095, -0.070, -0.061, -0.150, -0.092, -0.091, -0.088, -0.074, -0.089, -0.121, -0.094, -0.100, -0.031, -0.009, -0.387, 0.150, 0.098, 0.113, 0.084, 0.112, 0.106, 0.085, 0.117, 0.114, 0.120, 0.073, 0.118, 0.107, 0.108, 0.112, 0.097, 0.166, 0.067, 0.036, 0.062, 0.105, 0.036, 0.058, 0.074, 0.117, 0.156, 0.092, 0.093, 0.089, 0.114, 0.084, 0.081, 0.019, 0.072, 0.151, 0.123, 0.077, 0.094, 0.092, 0.109, 0.060, 0.108, 0.082, 0.099]
}